No. 1
Here is a cluster of 6 separate species, C16H21Cl4N3O6 in total at a distorted geometry from the OMol25 dataset. Energies are from ωB97M-V with the def2-TZVPD basis set.

Summary:
Maximum force, eV/Å: 3.55
Gap between HOMO and LUMO (spin up / spin down), eV: 3.34 / 9.07
Total energy, hartree: -3078.40563
Total charge: -1
Spin multiplicity: 2

Positions of all 50 atoms, in Å:
C -0.44328 -0.07800 1.28495
Cl 0.53892 -1.46617 1.84482
Cl 0.51618 0.61488 -0.12084
Cl -2.00603 -0.51574 0.67488
Cl -0.52070 1.11468 2.56789
C 0.43677 -5.39995 1.36323
N 1.81848 -5.80283 1.18061
O 2.28551 -6.41162 2.13436
O 2.41849 -5.29861 0.27415
H -0.04592 -5.89931 2.20332
H -0.08600 -5.75193 0.47389
H 0.29121 -4.32039 1.32531
C 2.75919 -1.66102 -1.94707
N 2.07106 -2.47825 -2.99435
O 1.04574 -2.04273 -3.59847
O 2.53256 -3.61959 -3.12278
H 3.36868 -0.94865 -2.50307
H 3.33681 -2.30783 -1.28669
H 1.88670 -1.22663 -1.45906
C -2.65932 3.72859 1.22343
N -3.98575 3.47548 1.89627
O -4.53726 2.43475 1.59388
O -4.53643 4.36502 2.50025
H -2.49653 4.78758 1.02308
H -2.61278 3.23370 0.25338
H -1.88343 3.39970 1.91475
C 2.64912 3.49256 3.35775
C 2.62611 2.96572 2.08290
C 3.01415 1.61316 1.88025
C 3.62139 0.95627 2.94740
C 3.66494 1.46176 4.20857
C 3.14730 2.76055 4.40946
H 2.35013 4.52379 3.47428
H 2.12610 3.61712 1.38142
H 2.99063 1.16585 0.89751
H 3.93815 -0.07212 2.85532
H 4.07923 0.91223 5.04092
H 3.22688 3.12517 5.42293
C -3.15743 1.58625 -4.15939
C -3.78772 0.56775 -4.93231
C -3.72616 -0.78319 -4.63065
C -2.94537 -1.25426 -3.63401
C -2.21005 -0.36585 -2.91307
C -2.40691 1.03517 -3.14420
H -3.41480 2.63359 -4.21636
H -4.43422 0.85740 -5.74752
H -4.33887 -1.39115 -5.27979
H -2.93081 -2.30032 -3.36577
H -1.63658 -0.81441 -2.11537
H -1.93811 1.78182 -2.52039

---

No. 2
Here is a structure of composition CH4N4O at a distorted geometry from the OMol25 dataset. Energies are from ωB97M-V with the def2-TZVPD basis set.

Summary:
Maximum force, eV/Å: 3.45
Gap between HOMO and LUMO (spin up / spin down), eV: 8.51 / 8.51
Total energy, hartree: -334.53252
Energy above the lowest of the compared OMol25 structures with the same formula, charge and spin, eV: 5.097
Total charge: 0
Spin multiplicity: 1

Positions of all 10 atoms, in Å:
C -0.44407 1.07394 0.75589
N 1.24000 0.16055 -0.50754
N 1.81011 -1.10803 -1.66814
N -0.42719 -1.29982 0.14049
N 0.14239 -0.15843 0.05830
O 1.02218 -1.82313 -2.05118
H -0.72625 1.16162 1.80745
H -0.03408 2.13295 0.45715
H -1.36518 1.14071 0.19127
H -1.21791 -1.28035 0.81632

---

No. 3
Here is the molecule C3H8N4O at a distorted geometry from the OMol25 dataset. Energies are from ωB97M-V with the def2-TZVPD basis set.

Summary:
Maximum force, eV/Å: 1.85
Gap between HOMO and LUMO, eV: 9.81
Total energy, hartree: -413.34048
Energy above the lowest of the compared OMol25 structures with the same formula, charge and spin, eV: 2.056
Total charge: 0
Spin multiplicity: 1

Positions of all 16 atoms, in Å:
C 0.91486 1.15277 0.28561
C -1.46441 -2.21926 0.27720
N -1.13751 -3.03814 -0.61028
N 0.19557 2.42881 0.27301
N 1.59858 0.88461 -0.95644
C -0.01912 0.01286 0.61030
N -0.09287 -1.07707 0.00513
O -2.11409 -1.79170 1.17092
H 1.66603 1.20948 1.08451
H -1.73948 -3.83745 -0.73924
H 0.44204 -1.45468 -0.82598
H -0.62089 2.37377 -0.32849
H -0.11798 2.69090 1.20036
H 2.29063 1.60512 -1.12637
H 0.94396 0.90713 -1.73241
H -0.74532 0.15287 1.41217

---

No. 4
Here is a cluster of 8 separate species, C5H28N2O7 in total at a distorted geometry from the OMol25 dataset. Energies are from ωB97M-V with the def2-TZVPD basis set.

Summary:
Maximum force, eV/Å: 7.17
Gap between HOMO and LUMO, eV: 10.47
Total energy, hartree: -842.81547
Total charge: +2
Spin multiplicity: 1

Positions of all 42 atoms, in Å:
C 0.31097 -3.14236 -1.16017
C 0.31752 -1.64034 -0.97081
C -0.95338 -1.06737 -1.38610
C -0.88678 0.31230 -2.21372
C -2.43628 1.84489 -1.20102
N -1.20137 1.59021 -1.58755
N 0.54730 -1.31597 0.52410
H -0.29982 -3.36516 -2.15810
H 1.22749 -3.61713 -1.56436
H -0.01974 -4.03231 -0.62612
H 1.15035 -1.37544 -1.63760
H -1.69033 -1.11994 -0.74063
H -1.41446 -1.66957 -2.22966
H -1.50722 0.07126 -3.06772
H 0.06556 0.38591 -2.68046
H -2.81035 2.80225 -0.75781
H -3.25379 1.09648 -1.21178
H -0.46269 2.30367 -1.31169
H 0.91843 -0.31094 0.70104
H 1.32771 -1.93463 0.81477
H -0.23193 -1.50389 1.16717
H -1.48999 2.75734 1.10409
H -0.55787 3.91681 0.59604
O -0.90077 3.07611 0.35506
H 2.50381 1.10713 -3.46647
H 1.95465 -0.40402 -4.01623
O 2.10342 0.25883 -3.29792
H -2.88128 1.64321 2.54732
H -1.51717 2.27729 3.01756
O -2.10318 2.31978 2.35204
H 0.39997 -0.70044 3.66799
H 1.51744 0.15555 3.11886
O 0.94690 -0.61434 2.82684
H 4.11680 -1.77087 0.79952
H 3.66382 -2.37677 -0.48661
O 3.25796 -2.14077 0.36543
H -0.98440 -2.09988 3.19750
H -2.15793 -2.36187 2.31694
O -1.72208 -1.61483 2.69744
H 1.21006 2.76518 1.19423
H 2.40512 2.02412 0.65212
O 1.57824 1.91200 0.96300